Version A
# C3H6FNS

An isolated molecule of C3H6FNS (ωB97M-V/def2-TZVPD, the Open Molecules 2025 dataset).

Computed properties:
HOMO energy	-0.3282	hartree
total charge	0
SMILES	C/C(CF)=N/S
HOMO-LUMO gap	9.769	eV

XYZ file:
```
12
C3H6FNS | the Open Molecules 2025 dataset | ωB97M-V/def2-TZVPD
C 1.1092 -0.3796 -1.7817
C 0.3823 -0.1635 -0.4953
C 0.3990 1.1453 0.3183
H 2.2010 -0.0808 -1.7764
H 0.5426 0.1210 -2.6235
H 1.0473 -1.4611 -1.9439
H -0.6503 1.4057 0.6049
H 0.9081 0.8754 1.2768
H -1.2105 -2.2025 1.5343
N -0.4519 -1.1030 -0.2714
F 1.0966 2.1645 -0.2522
S -1.3055 -0.8769 1.1781
```


Version B
# C3H6FNS

A structure of composition C3H6FNS (ωB97M-V/def2-TZVPD, the Open Molecules 2025 dataset).

Computed properties:
HOMO energy	-0.3105	hartree
total charge	0
HOMO-LUMO gap	9.342	eV

XYZ file:
```
12
C3H6FNS | the Open Molecules 2025 dataset | ωB97M-V/def2-TZVPD
C 0.1016 -1.1432 0.1662
C -0.2862 1.0368 0.0430
C -1.4578 0.1082 -0.1581
N 0.8059 0.0995 -0.1011
F -2.4302 0.0885 0.7580
S 2.4178 0.2970 0.5669
H 0.1896 -1.8855 0.9492
H 0.1069 -1.6234 -0.8284
H -0.2926 1.8546 -0.7156
H -0.2020 1.5907 1.0521
H -1.8802 -0.1339 -1.2290
H 2.9272 -0.2894 -0.5033
```


Least stable = version B